(1)
Entry from the Open Molecules 2025 dataset: a cluster of 2 separate species, C6H18N3O3P in total in a non-equilibrium geometry (ωB97M-V with the def2-TZVPD basis set).

```
31
Properties=species:S:1:pos:R:3
H -1.54831 -2.47514 -1.56717
H 0.24620 -2.29364 -0.40979
O 1.81066 0.20236 -2.45536
C -0.09700 -2.13308 0.65786
C 1.25810 2.38519 -2.35978
H 3.27851 -1.35745 -2.58716
H -3.20626 -1.89870 -1.20976
H -1.64927 -0.65101 2.77091
C 2.62335 -0.93501 -1.82812
H 0.34872 2.79048 -2.06781
C -1.46849 0.36451 3.22689
O -1.40044 -1.76244 0.82696
H -0.43167 0.37172 3.43568
H 1.90532 -1.55769 -1.35197
H 0.07190 -2.99386 1.29249
P -1.32272 0.78430 -0.38261
H -2.31872 0.60226 3.92376
H 2.06561 3.06791 -2.35138
H 3.25255 -0.52091 -1.01166
O -1.76564 1.19765 2.05966
C 0.30447 2.02201 1.22696
H 1.12663 1.79771 0.45766
N -1.61881 -0.88679 -0.27254
H -1.99753 -0.81174 -2.11360
H 0.77195 2.17955 2.28086
H 1.12680 2.07394 -3.46247
C -2.18842 -1.59289 -1.33832
H -0.14965 3.01906 1.09597
N 1.46451 1.19577 -1.58193
H 0.67877 -1.45821 1.03867
N -0.64150 0.98522 1.13885
```

Computed properties:
- gap between HOMO and LUMO (alpha / beta) (eV) = 8.762 / 6.911
- total charge = 0

(2)
Entry from the Open Molecules 2025 dataset: a cluster of 3 separate species, C6H18NO in total in a non-equilibrium geometry (ωB97M-V with the def2-TZVPD basis set).

```
26
Properties=species:S:1:pos:R:3
H -0.45373 1.65390 1.12477
C -3.24851 -0.81968 -0.51329
H -4.25646 -0.79223 -0.08925
N 3.39265 -0.97482 -0.21808
H 2.91611 -0.70574 -1.06559
H -0.62350 -0.48968 2.34861
O 1.60306 1.12259 -1.97110
H -2.99759 -1.82577 -0.14679
H -0.87281 -0.10246 -1.54057
H -3.27912 -0.81535 -1.60153
H 1.02944 0.51295 -1.51982
H 0.98786 1.76382 -2.36017
H 1.18979 1.54929 0.63651
C 0.54917 1.34711 1.49306
H 1.14199 -0.64952 2.19101
H 0.71254 1.92278 2.39186
C -1.01846 -0.02841 -0.46690
C -0.08984 -0.81739 0.36199
H 0.90373 -0.86163 -0.07253
H -2.42052 0.39915 1.09034
H 3.35195 -1.99392 -0.19680
H -0.44509 -1.80424 0.68663
H 4.39420 -0.86783 -0.13508
C -2.36647 0.32762 0.00525
H -2.75347 1.27880 -0.36344
C 0.26077 -0.14489 1.80158
```

Computed properties:
- gap between HOMO and LUMO (eV) = 6.157
- total charge = +1

(3)
Entry from the Open Molecules 2025 dataset: a cluster of 2 separate species, C6H18NOSi in total in a non-equilibrium geometry (ωB97M-V with the def2-TZVPD basis set).

```
27
Properties=species:S:1:pos:R:3
H 0.12655 -4.07078 -0.27197
C -1.48510 0.06819 1.27287
H -3.14156 1.34179 1.43656
H -1.19036 2.84247 0.33812
H 2.95915 0.48375 1.20927
Si -0.36396 -0.87736 -0.00437
H 0.72029 -3.95571 1.45726
H -1.85669 -0.91276 -2.03867
H -0.14816 0.09157 -2.32645
C 2.47777 1.11620 -0.74532
H 2.98022 2.12057 0.92882
H -2.90478 2.86294 -0.14539
C -2.11215 2.26806 -0.18575
C -0.72777 -0.87283 -1.92178
N 3.24919 1.23766 0.62683
H -3.28837 0.56641 0.13186
C -2.50827 1.03043 0.66216
H -0.86489 0.32127 2.06430
H 2.35002 2.02394 -1.31189
H 4.24977 1.26995 0.47747
H -1.79054 1.92932 -1.14668
H 3.04524 0.53196 -1.32666
O 0.06783 -2.25058 0.77909
H -2.07888 -0.71988 1.71110
H -0.19461 -1.78625 -2.35325
H 1.68134 -3.15616 0.18457
C 0.74871 -3.50416 0.49790
```

Computed properties:
- gap between HOMO and LUMO (eV) = 7.339
- total charge = +1

(4)
Entry from the Open Molecules 2025 dataset: a structure of composition C6H18NaO8PS in a non-equilibrium geometry (ωB97M-V with the def2-TZVPD basis set).

```
35
Properties=species:S:1:pos:R:3
O 1.38557 -1.14095 0.43309
H 3.57453 0.78168 3.82691
P 1.29075 -0.65720 1.84875
O -2.26926 -0.42326 -3.17948
O -0.04594 0.71744 -0.62201
C -0.65766 -2.21174 -2.71398
O -0.13125 0.01094 2.28141
H 2.40317 -3.59681 3.47042
O 2.33355 0.61048 2.24637
H 0.33529 -2.43759 -2.32521
H -0.25950 -0.10704 -3.12468
H -0.48569 2.06297 2.53217
C -1.94698 2.21905 -3.38698
C -1.02137 -0.71188 -2.63293
H 0.10928 1.61735 -0.96925
H -1.54732 1.22472 1.34936
H -0.70003 -2.33216 -3.79648
H 2.34373 2.07170 3.58179
H -1.47249 1.94094 -4.32804
H -1.36254 -2.92568 -2.28792
O -2.87524 0.92153 -1.14709
C -0.54569 1.28056 1.77565
H 1.81354 0.53091 4.24815
S -3.03727 0.87938 -2.58943
H -2.49064 3.15957 -3.47615
H 3.42566 -2.26968 3.77721
H -1.03575 -0.51857 -1.56031
Na -1.66234 0.49657 -0.14931
C 2.53555 0.99871 3.57886
O -4.36998 0.96321 -3.17214
H 0.04899 1.60996 0.92361
C 2.68239 -2.62495 3.06346
H 3.19977 -2.74063 2.11107
H -1.14893 2.34735 -2.65571
O 1.58412 -1.74689 3.06881
```

Computed properties:
- gap between HOMO and LUMO (eV) = 7.902
- total charge = 0

(5)
Entry from the Open Molecules 2025 dataset: a cluster of 3 separate species, C6H18O2 in total in a non-equilibrium geometry (ωB97M-V with the def2-TZVPD basis set).

```
26
Properties=species:S:1:pos:R:3
H -0.79064 -0.59521 2.39104
C -0.40139 -0.05783 1.50475
H 1.03198 -0.30697 -1.05891
H -0.28947 2.04606 0.95358
H -1.08370 -2.85998 0.95291
H -1.97700 -2.31834 -0.61614
H -0.28067 -2.89098 -1.84989
H -1.52902 -0.13756 -0.30192
H 3.57218 2.69551 0.08148
C -0.77583 -0.73892 0.20281
H -1.93629 1.53292 1.27852
H 0.66847 -0.07968 1.73994
C -0.89332 1.38934 1.57392
C 0.46278 -1.14062 -0.66451
H -0.47440 -1.34139 -2.56273
C -1.56261 -2.06866 0.35805
H -2.42470 -1.86078 1.00895
H 1.12155 -2.02081 -2.53952
O 2.62628 2.87718 0.22251
H -0.71269 1.77970 2.58689
O 0.44670 2.00964 -1.58537
H 0.49132 2.60852 -0.82573
H 2.53132 3.84778 0.21577
C 0.21482 -1.94248 -1.93908
H 1.07849 -1.69320 0.03529
H 0.88583 1.26677 -1.16261
```

Computed properties:
- multiplicity = 2
- gap between HOMO and LUMO (alpha / beta) (eV) = 2.410 / 9.923
- <S²> = 0.75
- total charge = -1

(6)
Entry from the Open Molecules 2025 dataset: a cluster of 3 separate species, C6H18O2 in total in a non-equilibrium geometry (ωB97M-V with the def2-TZVPD basis set).

```
26
Properties=species:S:1:pos:R:3
H 1.88160 -0.79456 -1.41089
O -1.36311 -1.36132 -2.84150
H 0.02075 -3.04144 1.61030
C 0.30073 -0.90994 1.49744
H -0.49655 1.24004 2.08158
C -0.41299 0.40931 1.31738
C 0.05330 1.41223 0.16275
H 1.82982 1.56378 1.28576
H -1.51377 -2.05760 1.73438
H 1.12129 -0.99783 0.86375
H 0.79836 -0.96616 2.56260
H -0.73781 -2.24160 0.16689
H 2.19212 1.24126 -0.38024
H -2.09198 -0.77720 -2.44719
H -0.92329 3.44645 0.84744
C 1.51253 1.88835 0.37868
C -0.95329 2.54298 0.01758
H -0.87241 3.16683 -0.88246
H -0.61285 -0.86011 -2.43453
C -0.56689 -2.15838 1.28435
H -1.90725 2.24499 0.01625
H -1.51603 0.21720 1.21977
O 1.48849 -1.52597 -1.02549
H -0.11784 1.04422 -0.91956
H 0.63325 -1.35421 -1.10934
H 1.70914 2.91699 0.18245
```

Computed properties:
- gap between HOMO and LUMO (eV) = 10.892
- total charge = 0

Energy above the lowest of the compared OMol25 structures with the same formula, charge and spin across the listed records, respectively: 1.669; 4.129; 6.194; 5.861; 0.538; 2.446 eV.
Molar mass across the listed records, respectively: 211.20; 120.22; 148.30; 304.23; 122.21; 122.21 g mol⁻¹.
Total energy across the listed records, respectively: -970.39750; -369.02574; -658.51410; -1743.03250; -389.81861; -389.78178 Ha.